(1)
Entry from OMol25: one molecule with the formula C2H5BrO in a non-equilibrium geometry (ωB97M-V/def2-TZVPD).

Cartesian coordinates (Å):
O1 -0.7884 -1.5760 -0.3689
C1 -0.5689 -0.0032 0.3437
C2 0.4639 0.7745 -0.4430
Br1 2.2649 0.1399 0.0017
H1 -0.2736 -2.1266 0.1652
H2 -1.6165 0.3225 0.2294
H3 -0.3907 -0.0515 1.5146
H4 0.4375 1.8055 0.0608
H5 0.4716 0.7148 -1.5035

Properties
SMILES ... OCCBr
Orbital gap ... 11.21 eV
Relative energy (zero: lowest compared OMol25 entry of this formula, charge and spin) ... 132.6 kJ/mol
2S+1 ... 1
E ... -74243.4257 eV
E_LUMO ... 0.829 eV
HOMO level ... -10.38 eV

***

(2)
Entry from OMol25: C2H5BrOS as an isolated structure in a non-equilibrium geometry (ωB97M-V/def2-TZVPD).

Cartesian coordinates (Å):
C1 -1.0481 0.7150 0.5459
C2 1.3266 -0.9183 -0.7219
O1 -0.8549 -2.2636 -0.2181
S1 0.0574 -1.4178 0.4704
Br1 2.6599 -0.0231 0.2996
H1 -1.3759 0.8489 -0.4789
H2 -0.5656 1.5117 1.0279
H3 -1.9463 0.3070 0.9791
H4 1.9544 -1.7615 -1.0199
H5 0.7142 -0.3495 -1.4676

Properties
Orbital gap (alpha / beta) ... 8.93 / 8.93 eV
Relative energy (zero: lowest compared OMol25 entry of this formula, charge and spin) ... 253.1 kJ/mol
2S+1 ... 1
E ... -85077.3767 eV
E_LUMO (alpha / beta) ... 0.001 / 0.000 eV
HOMO level (alpha / beta) ... -8.93 / -8.93 eV

***

(3)
Entry from OMol25: one molecule with the formula C2H5BrSi in a non-equilibrium geometry (ωB97M-V/def2-TZVPD).

Cartesian coordinates (Å):
C1 -0.1397 -1.5845 -0.9711
C2 -0.6295 -0.1522 0.1387
Si1 0.5917 1.1693 0.6161
Br1 -2.3751 -0.1909 0.6987
H1 -1.0441 -2.1448 -1.0256
H2 0.8287 -1.6813 -1.2335
H3 1.4243 0.8919 -0.7389
H4 0.2766 2.7042 0.5088
H5 1.0669 0.9882 2.0068

Properties
SMILES ... C=C([SiH3])Br
Orbital gap (alpha / beta) ... 8.74 / 8.35 eV
Relative energy (zero: lowest compared OMol25 entry of this formula, charge and spin) ... 537.6 kJ/mol
2S+1 ... 1
E ... -80069.6327 eV
E_LUMO (alpha / beta) ... -0.443 / -0.114 eV
HOMO level (alpha / beta) ... -9.18 / -8.47 eV

***

(4)
Entry from OMol25: one molecule with the formula C2H5Cl2N in a non-equilibrium geometry (ωB97M-V/def2-TZVPD).

Cartesian coordinates (Å):
C1 0.5297 -0.2042 -1.0741
C2 -0.4180 0.1305 0.0687
N1 0.1811 0.2182 1.2626
Cl1 -1.4576 1.5210 -0.2609
Cl2 -1.7692 -1.3790 -0.0693
H1 0.1032 -0.6807 -1.8616
H2 0.8411 0.7990 -1.3321
H3 1.4061 -0.7761 -0.6369
H4 -0.0436 0.8348 2.0650
H5 0.6271 -0.4634 1.8386

Properties
SMILES ... CC(N)(Cl)Cl
Orbital gap ... 10.79 eV
Relative energy (zero: lowest compared OMol25 entry of this formula, charge and spin) ... 41.8 kJ/mol
2S+1 ... 1
E ... -28689.4299 eV
E_LUMO ... 0.776 eV
HOMO level ... -10.01 eV

***

(5)
Entry from OMol25: an isolated ion of composition C2H5Cl2N2 and charge +1 in a non-equilibrium geometry (ωB97M-V/def2-TZVPD).

Cartesian coordinates (Å):
N1 -0.9999 -1.2244 -0.1087
C1 -0.4406 -0.0397 -0.1560
N2 -0.8102 1.1639 -0.3859
C2 1.3463 0.0769 0.4475
Cl1 2.0065 1.5977 -0.0934
Cl2 2.1793 -1.3468 -0.1181
H1 -0.4955 -2.0863 0.0824
H2 -2.0164 -1.2531 -0.2511
H3 0.0630 1.7547 -0.1927
H4 -1.7426 1.3810 -0.7448
H5 0.9101 -0.0239 1.5208

Properties
SMILES ... NC(=[NH2+])C(Cl)Cl
Orbital gap ... 11.71 eV
Net charge ... +1
Relative energy (zero: lowest compared OMol25 entry of this formula, charge and spin) ... 98.7 kJ/mol
2S+1 ... 1
E ... -30172.1739 eV
E_LUMO ... -3.451 eV
HOMO level ... -15.16 eV

***

(6)
Entry from OMol25: C2H5Cl3N2 as an isolated structure in a non-equilibrium geometry (ωB97M-V/def2-TZVPD).

Cartesian coordinates (Å):
C1 0.9868 0.3859 0.3640
C2 -0.5331 -0.4670 -0.4206
N1 0.8026 0.4377 1.7065
N2 -0.6051 -0.1890 -1.7724
Cl1 0.9418 1.8755 -0.4026
Cl2 -1.9897 0.1318 0.6465
Cl3 -0.3498 -2.1546 -0.0820
H1 1.8413 -0.2679 0.1195
H2 -0.0233 0.8385 2.1425
H3 1.1706 -0.4741 2.0993
H4 -0.9470 0.7314 -2.0605
H5 -1.2951 -0.8481 -2.3401

Properties
<S²> ... 2.01
Orbital gap (alpha / beta) ... 4.72 / 6.67 eV
Relative energy (zero: lowest compared OMol25 entry of this formula, charge and spin) ... 0.0 kJ/mol
2S+1 ... 3
E ... -42696.7633 eV
E_LUMO (alpha / beta) ... 0.654 / -3.065 eV
HOMO level (alpha / beta) ... -4.07 / -9.73 eV

***

(7)
Entry from OMol25: C2H5Cl3O2SSi as an isolated structure in a non-equilibrium geometry (ωB97M-V/def2-TZVPD).

Cartesian coordinates (Å):
C1 -1.5226 -0.8242 -0.6504
C2 0.5607 0.4432 0.9108
O1 1.3716 -0.0686 -1.4951
O2 2.8721 1.1045 0.0673
Si1 -0.8511 0.8629 -0.0925
S1 1.8605 0.1170 -0.1602
Cl1 -0.3725 2.4176 -1.2422
Cl2 -2.3356 1.4637 1.1452
Cl3 2.4799 -1.7029 0.4093
H1 -1.6839 -1.0435 -1.7491
H2 -0.6867 -1.5239 -0.3463
H3 -2.4977 -1.1372 -0.2525
H4 0.9225 1.1581 1.7378
H5 -0.1172 -1.2667 1.7179

Properties
Orbital gap (alpha / beta) ... 8.76 / 8.99 eV
Relative energy (zero: lowest compared OMol25 entry of this formula, charge and spin) ... 371.8 kJ/mol
2S+1 ... 1
E ... -62528.9687 eV
E_LUMO (alpha / beta) ... -2.343 / -2.005 eV
HOMO level (alpha / beta) ... -11.11 / -11.00 eV

***

(8)
Entry from OMol25: a 2-piece molecular cluster, C2H5ClIN overall in a non-equilibrium geometry (ωB97M-V/def2-TZVPD).

Cartesian coordinates (Å):
C1 -0.9409 -0.1923 0.7161
C2 1.4531 1.3569 0.3669
N1 -0.5777 1.0461 -0.0215
Cl1 -1.4730 2.3911 0.4745
I1 2.0897 0.3435 2.0122
H1 -1.7062 -0.7027 0.1123
H2 -0.1432 -0.7487 0.6209
H3 -1.1637 -0.1496 1.7689
H4 1.8937 1.1170 -0.5780
H5 1.5701 2.4301 0.6613

Properties
Orbital gap (alpha / beta) ... 8.67 / 8.66 eV
Relative energy (zero: lowest compared OMol25 entry of this formula, charge and spin) ... 260.8 kJ/mol
2S+1 ... 1
E ... -24264.3013 eV
E_LUMO (alpha / beta) ... -0.059 / -0.059 eV
HOMO level (alpha / beta) ... -8.72 / -8.72 eV

***

(9)
Entry from OMol25: one molecule with the formula C2H5ClN2O in a non-equilibrium geometry (ωB97M-V/def2-TZVPD).

Cartesian coordinates (Å):
N1 -0.7856 -1.4054 -0.3223
N2 -1.1135 -0.0414 -0.3971
C1 -0.2950 0.9772 -0.0755
O1 -0.5724 2.0909 -0.5384
C2 1.0279 0.5658 0.5600
Cl1 2.2662 0.1009 -0.5509
H1 0.1178 -1.7110 -0.6986
H2 -0.8539 -1.7199 0.5893
H3 -1.9382 0.1397 -1.0013
H4 0.7767 -0.3362 1.2227
H5 1.3699 1.3395 1.2122

Properties
SMILES ... NNC(=O)CCl
Orbital gap ... 10.59 eV
Relative energy (zero: lowest compared OMol25 entry of this formula, charge and spin) ... 46.9 kJ/mol
2S+1 ... 1
E ... -19704.2613 eV
E_LUMO ... 0.711 eV
HOMO level ... -9.88 eV

***

(10)
Entry from OMol25: a 2-piece molecular cluster, C2H5ClN2O overall in a non-equilibrium geometry (ωB97M-V/def2-TZVPD).

Cartesian coordinates (Å):
C1 2.8281 -1.4153 -0.4590
C2 -1.0196 -0.5188 -0.7054
N1 2.2741 -1.3128 0.8629
N2 3.4931 -0.5363 0.0942
O1 0.2248 -0.8828 -1.1998
Cl1 2.4426 -2.4666 -1.6539
H1 0.2366 -1.5044 -1.9331
H2 -0.9301 -0.6311 0.3682
H3 -1.7373 -1.0147 -1.2808
H4 -1.0551 0.6108 -0.7442
H5 1.4145 -0.7247 0.8194

Properties
<S²> ... 2.01
Orbital gap (alpha / beta) ... 6.26 / 7.87 eV
Relative energy (zero: lowest compared OMol25 entry of this formula, charge and spin) ... 217.2 kJ/mol
2S+1 ... 3
E ... -19696.6036 eV
E_LUMO (alpha / beta) ... 0.577 / -2.568 eV
HOMO level (alpha / beta) ... -5.68 / -10.44 eV

***

(11)
Entry from OMol25: a 2-piece molecular cluster, C2H5ClN2O2 overall in a non-equilibrium geometry (ωB97M-V/def2-TZVPD).

Cartesian coordinates (Å):
O1 1.1076 0.5581 1.4983
N1 1.8831 -0.6014 1.3265
N2 2.5005 -0.7335 0.3388
O2 2.5269 0.3653 -0.5763
H1 0.5905 0.4606 2.2473
H2 3.1568 0.2078 -1.2910
C1 -2.5711 -0.2943 -0.3258
C2 -1.3874 0.1806 -0.6129
Cl1 -0.6605 -0.2665 -2.1249
H3 -3.3800 -0.5726 -1.0630
H4 -3.1637 0.0466 0.5181
H5 -0.6027 0.6492 0.0650

Properties
SMILES ... O/N=N\O.C=CCl
Orbital gap ... 10.34 eV
Relative energy (zero: lowest compared OMol25 entry of this formula, charge and spin) ... 234.4 kJ/mol
2S+1 ... 1
E ... -21747.7440 eV
E_LUMO ... 0.608 eV
HOMO level ... -9.73 eV

***

(12)
Entry from OMol25: a 2-piece molecular cluster, C2H5ClN2S overall in a non-equilibrium geometry (ωB97M-V/def2-TZVPD).

Cartesian coordinates (Å):
C1 1.6580 0.0808 0.5198
C2 -1.6769 -0.4565 0.3638
N1 2.4584 0.0948 -0.5066
N2 -0.5559 -1.0330 -0.2436
S1 1.7446 -0.1368 2.1259
Cl1 -0.2622 -0.3733 -1.8314
H1 -1.8081 0.6399 0.3118
H2 -2.6353 -0.7818 -0.1289
H3 -1.6141 -0.8036 1.3137
H4 2.1916 -0.1185 -1.4605
H5 3.4961 -0.1447 -0.3758

Properties
Orbital gap (alpha / beta) ... 6.87 / 8.74 eV
Relative energy (zero: lowest compared OMol25 entry of this formula, charge and spin) ... 379.6 kJ/mol
2S+1 ... 1
E ... -28488.5719 eV
E_LUMO (alpha / beta) ... -0.718 / -0.449 eV
HOMO level (alpha / beta) ... -7.59 / -9.19 eV

***

(13)
Entry from OMol25: C2H5ClP5 as an isolated structure in a non-equilibrium geometry (ωB97M-V/def2-TZVPD).

Cartesian coordinates (Å):
C1 1.3756 0.8506 -1.1530
C2 0.7991 -0.5902 -0.9332
P1 -2.4588 -0.0334 2.3213
P2 -0.5619 0.1363 3.2100
P3 -0.9649 -1.6260 1.9135
P4 -0.8962 1.3516 1.3861
P5 -0.6343 -0.4198 0.2391
Cl1 -3.3551 -0.7156 -1.2154
H1 2.3922 0.8901 -1.4030
H2 0.7557 1.2248 -1.9255
H3 1.3421 1.2265 -0.2134
H4 1.5907 -1.0940 -0.4102
H5 0.6158 -1.2010 -1.8165

Properties
Orbital gap (alpha / beta) ... 6.26 / 6.21 eV
Net charge ... +1
Relative energy (zero: lowest compared OMol25 entry of this formula, charge and spin) ... 138.0 kJ/mol
2S+1 ... 1
E ... -61112.0042 eV
E_LUMO (alpha / beta) ... -7.235 / -7.232 eV
HOMO level (alpha / beta) ... -13.50 / -13.45 eV

***

(14)
Entry from OMol25: one molecule with the formula C2H5ClS in a non-equilibrium geometry (ωB97M-V/def2-TZVPD).

Cartesian coordinates (Å):
C1 0.3669 0.3386 0.8690
C2 -0.6592 0.0969 -0.2750
S1 -0.8785 -1.7839 -0.6327
Cl1 -2.1534 0.8209 0.2498
H1 0.0196 -0.1997 1.6707
H2 1.2735 -0.0819 0.5829
H3 0.5672 1.3446 0.9643
H4 -0.1770 0.5952 -1.0872
H5 -0.5151 -1.7077 -1.9265

Properties
SMILES ... C[C@@H](S)Cl
Orbital gap ... 10.32 eV
Relative energy (zero: lowest compared OMol25 entry of this formula, charge and spin) ... 9.5 kJ/mol
2S+1 ... 1
E ... -25512.1595 eV
E_LUMO ... 0.798 eV
HOMO level ... -9.52 eV

***

(15)
Entry from OMol25: C2H5CuO3 as an isolated structure in a non-equilibrium geometry (ωB97M-V/def2-TZVPD).

Cartesian coordinates (Å):
H1 4.7654 0.6741 0.0012
O1 2.7703 0.6354 -0.0137
O2 1.6751 0.7614 0.6792
C1 3.9540 0.4421 0.7011
H2 3.7645 -0.4287 1.3336
Cu1 0.9436 2.9890 0.7989
O3 2.6216 3.8981 2.0380
C2 3.6614 3.4712 2.5663
H3 4.2390 1.3513 1.5344
H4 4.5059 4.1825 2.6577
H5 3.5509 2.7875 3.4284

Properties
<S²> ... 0.76
Orbital gap (alpha / beta) ... 9.61 / 8.92 eV
Net charge ... +1
Relative energy (zero: lowest compared OMol25 entry of this formula, charge and spin) ... 102.9 kJ/mol
2S+1 ... 2
E ... -52923.2707 eV
E_LUMO (alpha / beta) ... -5.406 / -6.254 eV
HOMO level (alpha / beta) ... -15.02 / -15.17 eV

***

(16)
Entry from OMol25: a 2-piece molecular cluster, C2H5F2N overall in a non-equilibrium geometry (ωB97M-V/def2-TZVPD).

Cartesian coordinates (Å):
C1 -0.1384 0.9860 -0.1583
C2 0.1916 -0.5211 -0.1282
H1 -1.6528 2.2244 0.6947
H2 -1.7914 0.0793 1.2794
H3 0.6806 1.6971 0.2904
H4 -0.1305 1.5495 -1.1855
H5 -0.6208 -1.1880 -0.2518
N1 -1.6676 1.1424 0.2653
F1 1.0829 -0.7909 -1.2327
F2 0.5692 -0.8923 1.1255

Properties
Orbital gap ... 10.47 eV
Relative energy (zero: lowest compared OMol25 entry of this formula, charge and spin) ... 381.4 kJ/mol
2S+1 ... 1
E ... -9076.5367 eV
E_LUMO ... 0.424 eV
HOMO level ... -10.04 eV

***

(17)
Entry from OMol25: one molecule with the formula C2H5F2N3 in a non-equilibrium geometry (ωB97M-V/def2-TZVPD).

Cartesian coordinates (Å):
H1 -1.5897 0.8011 1.0034
N1 -1.6342 -0.1250 0.5869
C1 -0.5699 -0.1591 -0.0964
N2 0.5280 0.7388 -0.1383
N3 0.5138 1.5288 1.0753
C2 -0.3442 -1.3352 -0.9709
F1 0.7666 -2.0167 -0.4583
F2 0.0563 -0.9678 -2.2218
H2 1.3873 0.2348 -0.2656
H3 1.0508 1.0249 1.7977
H4 0.9749 2.3584 0.7985
H5 -1.1396 -2.0831 -1.1106

Properties
SMILES ... [H]/N=C(\NN)C(F)F
Orbital gap ... 10.86 eV
Relative energy (zero: lowest compared OMol25 entry of this formula, charge and spin) ... 133.0 kJ/mol
2S+1 ... 1
E ... -12059.1577 eV
E_LUMO ... 0.826 eV
HOMO level ... -10.04 eV

***

(18)
Entry from OMol25: an isolated ion of composition C2H5F2N3 and charge +2 in a non-equilibrium geometry (ωB97M-V/def2-TZVPD).

Cartesian coordinates (Å):
N1 2.2992 -0.5291 0.3360
C1 1.4190 0.2375 -0.0865
F1 1.4903 1.4348 -0.4211
N2 -0.0988 -0.3828 -0.0951
C2 -1.1908 0.4352 0.0052
N3 -2.4616 0.1904 -0.2608
F2 -0.8074 1.5765 0.4989
H1 2.1984 -1.3048 1.0582
H2 3.2484 -0.3008 0.1194
H3 -0.2300 -1.3324 -0.4265
H4 -2.5746 -0.7547 -0.5870
H5 -3.2920 0.7300 -0.1406

Properties
SMILES ... [NH2+]=C(F)NC(=[NH2+])F
Orbital gap ... 11.37 eV
Net charge ... +2
Relative energy (zero: lowest compared OMol25 entry of this formula, charge and spin) ... 60.9 kJ/mol
2S+1 ... 1
E ... -12040.2343 eV
E_LUMO ... -10.283 eV
HOMO level ... -21.65 eV

***

(19)
Entry from OMol25: a 2-piece molecular cluster, C2H5F2NO overall in a non-equilibrium geometry (ωB97M-V/def2-TZVPD).

Cartesian coordinates (Å):
C1 -0.2815 0.6250 -1.1745
C2 0.9880 -0.9785 1.3479
N1 -1.6693 0.8687 -0.9381
O1 0.0481 -0.6857 -0.7393
F1 1.2690 0.3111 1.2391
F2 0.0849 -1.2008 2.3888
H1 -0.0463 0.6592 -2.2507
H2 0.2856 1.2735 -0.5550
H3 1.9271 -1.4917 1.6090
H4 -1.7764 1.6583 -0.4456
H5 -0.8292 -1.0391 -0.4816

Properties
Orbital gap (alpha / beta) ... 5.10 / 3.42 eV
Relative energy (zero: lowest compared OMol25 entry of this formula, charge and spin) ... 683.9 kJ/mol
2S+1 ... 1
E ... -11120.1967 eV
E_LUMO (alpha / beta) ... -2.633 / -3.387 eV
HOMO level (alpha / beta) ... -7.74 / -6.81 eV

***

(20)
Entry from OMol25: C2H5F2NO2Ta as an isolated structure in a non-equilibrium geometry (ωB97M-V/def2-TZVPD).

Cartesian coordinates (Å):
O1 1.8852 -2.1263 0.8151
C1 1.4329 -1.2355 -0.1097
F1 1.6836 -1.5343 -1.5546
N1 0.7636 0.0089 0.4292
Ta1 -1.4130 -0.0147 0.2061
C2 1.4002 1.2869 -0.0703
O2 1.8303 2.1728 0.8672
F2 1.5937 1.6772 -1.4923
H1 -1.4680 -1.8933 0.2369
H2 -1.3607 -0.1290 -1.6358
H3 -1.5304 1.8628 0.1196
H4 -1.5282 0.0027 2.0715
H5 -3.2892 -0.0784 0.1168

Properties
Orbital gap ... 7.65 eV
Net charge ... -1
Relative energy (zero: lowest compared OMol25 entry of this formula, charge and spin) ... 387.6 kJ/mol
2S+1 ... 1
E ... -14719.5683 eV
E_LUMO ... 1.903 eV
HOMO level ... -5.74 eV